Density functional theory data (ωB97M-V/def2-TZVPD) for the molecule C3H7NOS.

Output
**Maximum force**: 3.9 eV/Å
**Total energy**: -646.5874 Eh
**E_LUMO**: 0.6 eV
**Charge**: 0
**Energy above the lowest of the compared OMol25 structures with the same formula, charge and spin**: 327.0 kJ/mol
**HOMO energy**: -8.563 eV
**Kohn-Sham gap**: 9.15 eV

Structure (XYZ):
```
13
Properties=species:S:1:pos:R:3:nbo_charge:R:1
C -0.2095 1.1045 1.6248 -0.272
O -0.8908 0.0077 0.8396 -0.404
N -0.8867 0.2394 -0.5532 -0.316
C -0.2053 -0.5235 -1.3525 0.102
C 1.1006 -1.0706 -0.7340 -0.688
S -0.7591 -0.6240 -2.8695 -0.128
H -0.7920 2.1145 1.3739 0.188
H -0.3408 0.8927 2.7157 0.211
H 0.8537 1.2733 1.3728 0.185
H -1.8443 0.3059 -0.7981 0.391
H 0.8439 -1.9570 -0.0197 0.245
H 1.6358 -1.4625 -1.5935 0.252
H 1.4945 -0.3002 -0.0063 0.233
```